Entry from the OMol25 dataset: C34H59B2Br48IN2O2P as an isolated structure in a non-equilibrium geometry (ωB97M-V with the def2-TZVPD basis set).

Positions of all 149 atoms, in Å:
1 C 3.826 -1.458 -2.263
2 C 2.612 -1.086 -2.833
3 C 1.633 -0.316 -2.090
4 P -0.127 -1.268 -1.648
5 C 0.658 -1.690 0.096
6 C 0.391 -0.898 1.394
7 C 1.723 -0.684 2.146
8 C 2.436 0.597 1.749
9 C 1.745 1.900 2.122
10 C 2.478 3.083 1.487
11 C 2.181 3.191 -0.024
12 C 3.449 3.319 -0.888
13 C -1.768 -2.140 -1.062
14 N -3.018 -1.428 -1.409
15 C -4.049 -2.308 -1.925
16 C -0.777 0.513 -1.074
17 C -1.362 1.671 -1.876
18 C -0.522 2.377 -2.938
19 I -3.425 1.573 -2.629
20 B -0.781 -1.062 -3.522
21 N 0.062 -0.473 -4.617
22 O -2.002 -1.517 -3.984
23 B 0.521 -3.079 -2.264
24 O 1.601 -3.764 -1.660
25 C -0.129 -3.989 -3.425
26 C 0.626 -3.916 -4.780
27 H 4.526 -0.703 -1.914
28 H 4.101 -2.493 -2.086
29 H 2.455 -1.354 -3.878
30 H 1.407 0.595 -2.659
31 H 2.125 0.051 -1.189
32 H 0.345 -2.716 0.300
33 H 1.738 -1.799 0.010
34 H -0.067 0.084 1.339
35 H -0.224 -1.469 2.090
36 H 2.381 -1.541 2.014
37 H 1.519 -0.623 3.219
38 H 2.681 0.629 0.687
39 H 3.389 0.608 2.280
40 H 0.716 1.958 1.762
41 H 1.694 2.017 3.207
42 H 2.139 4.010 1.947
43 H 3.554 2.972 1.615
44 H 1.533 4.038 -0.235
45 H 1.669 2.293 -0.358
46 H 4.300 3.654 -0.300
47 H 3.712 2.348 -1.307
48 H 3.309 3.993 -1.730
49 H -1.777 -2.217 0.029
50 H -1.854 -3.177 -1.401
51 H -3.416 -0.993 -0.586
52 H -4.172 -3.209 -1.308
53 H -3.765 -2.654 -2.919
54 H -4.989 -1.777 -2.044
55 H 0.088 0.973 -0.591
56 H -1.471 0.358 -0.245
57 H -1.532 2.456 -1.145
58 H 0.517 2.450 -2.631
59 H -0.896 3.402 -2.988
60 H -0.656 1.979 -3.936
61 H 0.697 -1.134 -5.042
62 H -0.524 -0.032 -5.317
63 H -1.918 -1.783 -4.907
64 H 2.190 -4.032 -2.378
65 H -1.202 -3.868 -3.552
66 H -0.042 -5.031 -3.105
67 H -0.042 -3.462 -5.515
68 H 1.508 -3.281 -4.743
69 H 0.871 -4.896 -5.171
70 C -4.300 -1.323 -7.533
71 Br -2.409 -1.641 -7.723
72 Br -5.327 -2.896 -7.964
73 Br -4.734 -0.635 -5.796
74 H -4.564 -0.567 -8.256
75 C -4.879 5.650 -2.083
76 Br -6.353 5.668 -0.847
77 Br -5.097 6.981 -3.461
78 Br -3.194 5.827 -1.188
79 H -4.876 4.682 -2.569
80 C -1.726 -1.390 6.234
81 Br -3.613 -1.181 6.567
82 Br -1.400 -2.701 4.868
83 Br -0.883 0.290 5.839
84 H -1.286 -1.763 7.146
85 C -5.730 10.939 -3.183
86 Br -7.416 11.584 -2.517
87 Br -5.658 11.007 -5.106
88 Br -4.248 11.871 -2.388
89 H -5.648 9.900 -2.896
90 C 0.533 -4.123 11.014
91 Br 1.427 -4.017 9.318
92 Br 1.592 -3.370 12.432
93 Br -1.209 -3.299 10.970
94 H 0.391 -5.169 11.239
95 C 6.300 -1.211 2.597
96 Br 5.388 -0.885 0.938
97 Br 5.069 -1.345 4.072
98 Br 7.450 -2.755 2.488
99 H 6.936 -0.359 2.793
100 C 8.627 0.858 -0.403
101 Br 9.210 1.115 -2.217
102 Br 10.109 0.770 0.825
103 Br 7.350 2.193 0.116
104 H 8.122 -0.098 -0.360
105 C -4.486 2.258 -10.399
106 Br -4.711 0.375 -10.731
107 Br -4.659 2.646 -8.523
108 Br -2.822 2.906 -11.112
109 H -5.281 2.773 -10.916
110 C -5.066 -4.097 10.839
111 Br -5.886 -5.567 11.774
112 Br -5.964 -3.737 9.177
113 Br -4.971 -2.524 11.946
114 H -4.053 -4.392 10.610
115 C 4.100 -5.779 -6.587
116 Br 4.078 -7.685 -6.871
117 Br 3.722 -5.328 -4.762
118 Br 5.753 -4.996 -7.189
119 H 3.311 -5.359 -7.192
120 C -4.804 -3.962 4.078
121 Br -5.427 -3.336 2.373
122 Br -6.269 -4.320 5.279
123 Br -3.638 -5.477 3.896
124 H -4.215 -3.167 4.515
125 C 10.247 1.383 -6.542
126 Br 10.814 1.659 -8.361
127 Br 11.746 1.284 -5.340
128 Br 8.975 2.712 -5.983
129 H 9.746 0.427 -6.506
130 C -0.142 -0.892 14.774
131 Br 0.910 0.398 15.740
132 Br -1.097 -2.066 15.963
133 Br -1.323 -0.048 13.516
134 H 0.538 -1.504 14.202
135 C -3.802 3.453 14.437
136 Br -1.951 3.978 14.482
137 Br -4.380 3.051 12.646
138 Br -4.145 1.985 15.630
139 H -4.383 4.293 14.783
140 C -8.327 -3.081 -2.338
141 Br -7.450 -2.530 -3.961
142 Br -7.069 -3.343 -0.909
143 Br -9.730 -1.858 -1.839
144 H -8.792 -4.035 -2.534
145 C 6.511 6.136 -6.567
146 Br 7.947 7.388 -6.290
147 Br 6.035 5.233 -4.938
148 Br 4.985 6.976 -7.384
149 H 6.871 5.387 -7.256

Summary:
Net charge: -1
Electronic energy in Eh: -125832.0282
Frontier orbital gap in hartree: 0.14981
Molecular weight in g mol⁻¹: 4542.8

---

Entry from the OMol25 dataset: C34H59ClNPReSi as an isolated structure in a non-equilibrium geometry (ωB97M-V with the def2-TZVPD basis set).

Positions of all 98 atoms, in Å:
1 Re -0.314 -0.105 0.844
2 P -0.059 0.476 -1.361
3 Cl 0.730 2.116 1.210
4 C -2.058 0.621 0.833
5 H -3.020 0.133 0.643
6 H -2.190 1.698 1.004
7 C 1.803 0.735 -1.658
8 C -0.908 2.158 -1.688
9 C 2.305 0.823 -3.108
10 H 1.970 1.712 -1.173
11 C 3.796 1.196 -3.130
12 H 2.172 -0.149 -3.606
13 H 1.736 1.563 -3.690
14 C 4.653 0.242 -2.295
15 H 4.152 1.210 -4.167
16 H 3.910 2.215 -2.738
17 C 4.097 0.050 -0.875
18 H 4.699 -0.734 -2.797
19 H 5.681 0.616 -2.241
20 C 2.607 -0.315 -0.889
21 H 4.665 -0.726 -0.345
22 H 4.221 0.985 -0.309
23 H 2.476 -1.296 -1.371
24 H 2.239 -0.415 0.147
25 C -0.714 -0.594 -2.765
26 C -2.414 2.024 -1.964
27 H -0.799 2.639 -0.703
28 C -3.083 3.396 -1.837
29 H -2.586 1.632 -2.975
30 H -2.880 1.314 -1.270
31 C -2.447 4.424 -2.777
32 H -4.156 3.307 -2.044
33 H -2.984 3.744 -0.799
34 C -0.920 4.487 -2.646
35 H -2.705 4.164 -3.812
36 H -2.873 5.416 -2.585
37 C -0.241 3.110 -2.692
38 H -0.505 5.126 -3.433
39 H -0.668 4.961 -1.688
40 H -0.313 2.706 -3.712
41 H 0.830 3.223 -2.471
42 C 0.013 -1.941 -2.840
43 H -1.759 -0.784 -2.456
44 C -0.720 -2.890 -3.794
45 H 1.049 -1.786 -3.178
46 H 0.076 -2.413 -1.852
47 C -0.915 -2.278 -5.188
48 H -0.164 -3.832 -3.868
49 H -1.706 -3.120 -3.362
50 C -1.511 -0.864 -5.134
51 H 0.055 -2.240 -5.703
52 H -1.564 -2.927 -5.785
53 C -0.764 0.050 -4.156
54 H -1.508 -0.413 -6.135
55 H -2.561 -0.933 -4.814
56 H 0.256 0.232 -4.522
57 H -1.261 1.024 -4.131
58 C 0.087 -2.158 0.747
59 C -1.334 -1.829 0.471
60 H 0.743 -2.340 -0.119
61 C -2.414 -2.398 1.406
62 H -1.652 -1.885 -0.583
63 C -1.866 -2.793 2.777
64 H -3.250 -1.696 1.500
65 H -2.820 -3.301 0.927
66 C -0.710 -3.770 2.640
67 H -1.507 -1.900 3.306
68 H -2.668 -3.238 3.381
69 C 0.450 -3.216 1.807
70 H -0.347 -4.078 3.628
71 H -1.075 -4.683 2.153
72 H 1.242 -2.839 2.470
73 H 0.901 -4.056 1.260
74 C -2.937 0.502 3.867
75 Si -1.140 0.730 4.342
76 C -0.681 2.529 4.252
77 C -1.048 0.072 6.085
78 N 0.017 -0.152 3.329
79 C 1.232 -0.608 3.732
80 C 2.426 -0.151 3.111
81 C 3.676 -0.568 3.546
82 C 3.784 -1.429 4.641
83 C 2.627 -1.936 5.245
84 C 1.373 -1.587 4.767
85 H -3.545 0.871 4.710
86 H -3.206 -0.549 3.700
87 H -3.214 1.075 2.974
88 H -1.224 3.079 5.034
89 H 0.395 2.672 4.415
90 H -0.931 2.969 3.280
91 H -1.365 -0.979 6.127
92 H -0.034 0.142 6.499
93 H -1.726 0.649 6.730
94 H 2.325 0.592 2.322
95 H 4.565 -0.192 3.042
96 H 4.767 -1.695 5.032
97 H 2.701 -2.605 6.102
98 H 0.464 -2.023 5.190

Summary:
⟨S²⟩: 3.798
Energy above the lowest of the compared OMol25 structures with the same formula, charge and spin in kJ/mol: 0.00
Electronic energy in Eh: -2554.9541
Frontier orbital gap (spin up / spin down) in hartree: 0.20805 / 0.21202
Molecular weight in g mol⁻¹: 762.6
2S+1: 4

---

Entry from the OMol25 dataset: a 9-piece molecular cluster, C34H60Cl16F3N2O overall in a non-equilibrium geometry (ωB97M-V with the def2-TZVPD basis set).

Positions of all 116 atoms, in Å:
1 C 1.068 -1.994 -3.488
2 C -0.204 -1.290 -3.036
3 C -0.347 -0.729 -1.787
4 C -1.539 -0.075 -1.478
5 C -2.587 0.017 -2.360
6 C -3.899 0.708 -1.976
7 C -4.271 1.849 -2.987
8 C -3.819 1.374 -0.573
9 C -2.453 -0.565 -3.635
10 O -3.556 -0.447 -4.463
11 C -3.289 -0.358 -5.835
12 C -2.937 1.080 -6.305
13 C -2.790 1.071 -7.850
14 N -1.383 0.802 -8.328
15 C -0.417 0.424 -7.238
16 C 0.973 0.367 -7.925
17 C 2.155 0.188 -6.930
18 C 2.752 -1.211 -6.942
19 F 3.436 -1.402 -8.097
20 F 3.680 -1.333 -5.973
21 F 1.820 -2.163 -6.773
22 C -0.504 1.510 -6.166
23 N -1.840 1.695 -5.575
24 C -1.274 -1.208 -3.924
25 H 1.530 -1.395 -4.289
26 H 1.789 -1.999 -2.661
27 H 0.875 -2.996 -3.886
28 H 0.474 -0.817 -1.071
29 H -1.599 0.330 -0.470
30 H -4.728 -0.013 -1.908
31 H -5.127 1.474 -3.570
32 H -4.574 2.764 -2.471
33 H -3.459 1.989 -3.701
34 H -4.629 2.094 -0.413
35 H -3.703 0.656 0.246
36 H -2.891 1.978 -0.579
37 H -4.235 -0.611 -6.345
38 H -2.577 -1.114 -6.209
39 H -3.834 1.683 -6.099
40 H -3.103 2.045 -8.241
41 H -3.434 0.296 -8.288
42 H -1.339 0.101 -9.069
43 H -1.016 1.676 -8.715
44 H -0.593 -0.587 -6.853
45 H 1.019 -0.493 -8.615
46 H 1.133 1.262 -8.543
47 H 2.971 0.864 -7.262
48 H 1.940 0.469 -5.894
49 H 0.197 1.343 -5.336
50 H -0.154 2.452 -6.640
51 H -2.022 2.688 -5.472
52 H -1.129 -1.681 -4.903
53 Cl -3.328 6.526 -2.638
54 C -2.915 5.336 -1.378
55 C -1.537 4.757 -1.573
56 Cl -1.442 3.718 -3.023
57 H -3.678 4.561 -1.384
58 H -2.962 5.855 -0.422
59 H -1.275 4.133 -0.720
60 H -0.786 5.537 -1.670
61 Cl -0.064 -0.350 2.760
62 C 0.323 -2.089 2.861
63 C 1.591 -2.433 2.125
64 Cl 1.400 -2.255 0.356
65 H -0.528 -2.646 2.476
66 H 0.439 -2.328 3.916
67 H 1.859 -3.469 2.314
68 H 2.418 -1.804 2.439
69 Cl 1.335 -3.633 6.101
70 C 0.124 -2.968 7.236
71 C -1.087 -3.857 7.364
72 Cl -2.078 -3.897 5.879
73 H -0.144 -1.972 6.898
74 H 0.614 -2.878 8.203
75 H -1.734 -3.484 8.158
76 H -0.803 -4.879 7.604
77 Cl 1.259 -1.698 10.455
78 C 2.903 -2.272 10.059
79 C 3.953 -1.226 10.340
80 Cl 3.833 0.158 9.226
81 H 2.912 -2.576 9.013
82 H 3.087 -3.153 10.672
83 H 4.944 -1.657 10.206
84 H 3.877 -0.848 11.357
85 Cl -2.142 -0.455 6.085
86 C -3.340 0.198 7.232
87 C -4.530 -0.716 7.390
88 Cl -5.523 -0.786 5.912
89 H -3.637 1.185 6.885
90 H -2.834 0.311 8.191
91 H -5.173 -0.347 8.187
92 H -4.223 -1.731 7.636
93 Cl 3.082 3.204 -8.451
94 C 4.699 2.653 -8.985
95 C 5.772 3.667 -8.680
96 Cl 5.601 5.136 -9.669
97 H 4.645 2.434 -10.049
98 H 4.909 1.723 -8.457
99 H 6.750 3.244 -8.904
100 H 5.757 3.962 -7.633
101 Cl -0.237 1.940 14.262
102 C -0.863 0.273 14.307
103 C -0.936 -0.344 12.933
104 Cl -2.184 0.423 11.913
105 H -1.838 0.291 14.789
106 H -0.182 -0.304 14.931
107 H -1.200 -1.397 13.015
108 H 0.014 -0.269 12.411
109 Cl 4.595 -3.387 3.198
110 C 5.337 -2.488 1.849
111 C 6.829 -2.347 2.012
112 Cl 7.257 -1.272 3.367
113 H 4.849 -1.518 1.781
114 H 5.117 -3.046 0.939
115 H 7.256 -1.907 1.112
116 H 7.305 -3.310 2.183

Summary:
Net charge: +1
Electronic energy in Eh: -9178.7420
Frontier orbital gap in hartree: 0.26984
Molecular weight in g mol⁻¹: 1137.1

---

Entry from the OMol25 dataset: a 10-piece molecular cluster, C34H60F12N10O14S4 overall in a non-equilibrium geometry (ωB97M-V with the def2-TZVPD basis set).

Positions of all 134 atoms, in Å:
1 C 2.032 0.561 -4.081
2 C 3.378 0.060 -3.502
3 O 4.460 0.093 -4.153
4 N 3.424 -0.350 -1.982
5 H 4.300 0.024 -1.645
6 H 2.700 0.117 -1.455
7 C 3.387 -1.851 -1.765
8 H 1.199 0.366 -3.406
9 H 1.741 0.209 -5.071
10 H 1.942 1.647 -4.057
11 H 2.527 -2.362 -2.200
12 H 3.566 -2.002 -0.701
13 H 4.204 -2.277 -2.347
14 C 3.974 1.147 2.141
15 C 5.144 2.119 2.371
16 O 5.041 3.155 2.954
17 N 6.509 1.536 2.015
18 H 6.874 0.912 2.721
19 H 6.467 1.026 1.145
20 C 7.587 2.658 1.784
21 H 4.041 0.622 1.189
22 H 3.015 1.666 2.168
23 H 4.079 0.400 2.928
24 H 7.517 3.353 2.620
25 H 7.385 3.228 0.877
26 H 8.526 2.106 1.748
27 C -3.862 1.409 0.921
28 C -3.874 0.950 -0.517
29 N -3.186 2.004 -1.271
30 C -3.838 3.020 -1.950
31 C -2.938 3.700 -2.735
32 N -1.684 3.252 -2.422
33 C -1.822 2.111 -1.553
34 C -0.437 3.608 -3.006
35 H -4.416 0.707 1.544
36 H -4.309 2.402 0.964
37 H -2.883 1.480 1.397
38 H -4.879 0.743 -0.884
39 H -3.292 0.028 -0.518
40 H -4.907 3.097 -1.810
41 H -3.083 4.486 -3.461
42 H -1.052 1.455 -1.175
43 H -0.690 4.442 -3.660
44 H 0.078 2.830 -3.570
45 H 0.326 3.872 -2.273
46 C -5.754 -1.911 6.642
47 C -5.258 -0.466 6.184
48 N -4.143 -0.580 5.242
49 C -4.144 -1.138 3.977
50 C -2.882 -0.931 3.448
51 N -2.094 -0.255 4.330
52 C -2.902 -0.055 5.439
53 C -0.664 0.067 4.206
54 H -6.784 -1.878 6.997
55 H -5.060 -2.274 7.401
56 H -5.879 -2.519 5.746
57 H -5.004 0.153 7.045
58 H -6.076 0.015 5.648
59 H -5.025 -1.614 3.573
60 H -2.502 -1.164 2.464
61 H -2.563 0.500 6.301
62 H -0.202 -0.611 3.489
63 H -0.123 -0.043 5.146
64 H -0.629 1.127 3.955
65 C 0.003 -4.248 -3.356
66 C -1.486 -4.258 -2.941
67 N -1.791 -5.263 -1.958
68 C -2.551 -5.087 -0.831
69 C -2.737 -6.266 -0.202
70 N -1.901 -7.147 -0.835
71 C -1.264 -6.512 -1.916
72 C -1.720 -8.439 -0.358
73 H 0.269 -3.243 -3.682
74 H 0.177 -4.931 -4.187
75 H 0.711 -4.641 -2.626
76 H -2.122 -4.325 -3.823
77 H -1.687 -3.257 -2.561
78 H -3.015 -4.134 -0.623
79 H -3.438 -6.571 0.561
80 H -0.509 -6.871 -2.600
81 H -1.644 -8.533 0.726
82 H -0.803 -8.887 -0.740
83 H -2.452 -9.105 -0.814
84 C 1.374 4.045 3.225
85 C 1.078 3.799 1.706
86 N -0.069 4.612 1.289
87 C -1.410 4.373 1.630
88 C -2.194 5.333 0.969
89 N -1.413 6.075 0.163
90 C -0.122 5.603 0.301
91 C -1.837 7.124 -0.704
92 H 0.560 3.654 3.835
93 H 1.342 5.102 3.489
94 H 2.314 3.663 3.623
95 H 0.995 2.777 1.338
96 H 1.920 4.238 1.170
97 H -1.670 3.597 2.334
98 H -3.251 5.504 1.113
99 H 0.742 5.937 -0.254
100 H -1.720 8.064 -0.164
101 H -2.835 7.007 -1.126
102 H -1.092 7.255 -1.488
103 C 2.468 -6.310 -0.087
104 F 1.814 -5.429 0.671
105 F 2.823 -7.339 0.625
106 F 1.726 -6.842 -1.041
107 S 3.923 -5.453 -1.071
108 O 4.444 -4.455 -0.116
109 O 4.866 -6.518 -1.251
110 O 3.385 -4.892 -2.287
111 C -1.942 -0.590 -4.344
112 F -1.283 -1.611 -4.901
113 F -1.821 -0.588 -3.030
114 F -1.326 0.514 -4.793
115 S -3.852 -0.662 -4.751
116 O -3.883 -0.260 -6.167
117 O -4.190 -2.073 -4.511
118 O -4.526 0.312 -3.827
119 C 5.322 3.231 -1.833
120 F 5.929 4.381 -1.813
121 F 5.540 2.529 -2.911
122 F 5.579 2.434 -0.825
123 S 3.371 3.456 -1.667
124 O 3.133 4.596 -0.798
125 O 2.907 3.619 -3.031
126 O 2.796 2.264 -1.038
127 C -0.227 -2.146 0.256
128 F -0.760 -2.656 1.367
129 F 0.681 -2.985 -0.207
130 F -1.239 -1.895 -0.633
131 S 0.612 -0.408 0.650
132 O -0.363 0.444 1.338
133 O 1.751 -0.839 1.508
134 O 1.010 -0.055 -0.717

Summary:
Net charge: +2
Electronic energy in Eh: -5722.9830
Frontier orbital gap in hartree: 0.23823
Molecular weight in g mol⁻¹: 1189.2

---

- Which of these has the lowest electronic energy?
  C34H59B2Br48IN2O2P